No. 1
DFT (ωB97M-V with the def2-TZVPD basis set) results for one molecule with the formula C6H15NO at a distorted geometry.

Atoms and positions in Å:
O (-1.8583, 1.6394, 0.7677)
N (-0.9914, -1.9443, 1.4810)
C (-2.0790, 0.2866, 1.1219)
C (-0.0996, -0.2804, -0.3378)
C (-0.7800, -0.5474, 1.0343)
C (2.4767, -0.3852, -2.2856)
C (1.1632, 0.5225, -0.2757)
C (2.2270, 0.7873, -1.3558)
H (-2.7787, 1.9417, 0.6432)
H (-0.0602, -0.2346, 1.8059)
H (-2.8960, -0.2013, 0.4486)
H (2.1327, -0.1705, -3.2833)
H (-0.3495, -2.5883, 1.0479)
H (3.5638, -0.4836, -2.6826)
H (-0.7869, 0.1727, -1.0720)
H (0.9259, 1.6421, 0.2597)
H (2.0999, -1.3648, -1.8502)
H (1.8192, 0.0848, 0.5612)
H (0.1177, -1.2249, -0.8035)
H (-1.9944, -2.1166, 1.3859)
H (-2.2970, 0.3607, 2.2126)
H (3.0999, 0.9006, -0.7008)
H (1.6911, 1.6600, -1.7972)

Force components x, y, z for each atom (eV/Å):
-0.988 0.065 -0.838
-1.292 1.360 -0.318
0.174 -1.114 0.983
-0.640 -0.345 -1.143
1.082 0.658 0.133
1.701 -0.749 -1.013
1.426 2.206 4.829
-1.849 -0.199 0.426
0.901 0.432 -0.011
-0.259 0.914 -0.326
1.179 0.684 1.313
-1.421 -0.303 -0.254
-0.459 -0.259 -0.259
-1.191 -0.062 1.685
-0.116 0.078 0.430
0.397 -2.926 -1.558
0.594 1.128 -0.873
-1.264 0.092 -0.667
0.246 -0.797 -0.130
0.705 -0.961 -0.283
-0.764 -0.871 -0.672
-0.030 1.143 -0.870
1.868 -0.176 -0.584

Calculated values
E_LUMO in eV: 0.9
Energy relative to the best compared isomer or geometry (same formula, charge and spin) in kJ/mol: 312.92
Orbital gap in eV: 9.99
E_HOMO in eV: -9.13

---

No. 2
DFT (ωB97M-V with the def2-TZVPD basis set) results for one molecule with the formula C9H8N2O2S at a distorted geometry.

Atoms and positions in Å:
S (0.0957, -3.3709, 0.7351)
O (4.1033, -0.6424, -0.1230)
O (3.0133, 0.4600, 1.5805)
N (0.5857, -1.7135, 0.5819)
N (-1.5657, -3.0642, 0.4070)
C (-1.9468, 1.3607, -0.2701)
C (3.0615, 0.2171, 0.3453)
C (-3.2720, -1.0204, -0.1337)
C (-0.5582, 0.7157, 0.0574)
C (-3.2972, 0.5078, -0.3630)
C (-0.5169, -0.8362, 0.2996)
C (0.7649, 1.6117, 0.1055)
C (-1.8633, -1.6674, 0.1929)
C (1.9702, 0.8335, -0.6476)
H (4.3538, -1.2090, 0.6490)
H (-4.1671, -1.7219, -0.1994)
H (0.5470, 2.5436, -0.5509)
H (1.0435, 2.0076, 1.1400)
H (-2.0587, 2.4887, -0.4785)
H (2.4327, 1.5497, -1.4265)
H (1.5627, -0.0568, -1.2706)
H (-4.2885, 1.0069, -0.6311)

Force components x, y, z for each atom (eV/Å):
-3.280 5.538 -1.398
-2.312 0.979 0.489
0.053 -0.840 -4.370
-2.645 1.315 -0.506
-0.166 2.973 -0.213
1.431 -3.456 0.707
0.322 0.347 3.654
2.585 3.131 -0.106
-3.268 0.392 -0.321
2.574 -3.659 0.858
-0.797 -2.183 0.080
-0.468 -0.106 -1.276
2.027 -1.175 0.325
0.460 -0.565 -0.661
-0.254 0.973 -0.609
1.335 1.343 0.075
0.245 -1.532 1.173
-0.345 -1.006 -1.356
0.512 -2.059 0.436
-0.362 -1.197 1.425
0.645 1.515 1.111
1.709 -0.728 0.483

Calculated values
E_LUMO in eV: -1.3
Energy relative to the best compared isomer or geometry (same formula, charge and spin) in kJ/mol: 594.16
Orbital gap in eV: 7.33
E_HOMO in eV: -8.65

---

No. 3
DFT (ωB97M-V with the def2-TZVPD basis set) results for one molecule with the formula C15H22N2O4 at a distorted geometry.

Atoms and positions in Å:
O (-0.7843, 4.4315, -0.9673)
O (0.4202, 4.0577, 0.9352)
O (-4.9596, -2.5041, -0.3414)
O (1.3944, 0.8589, -1.7595)
N (0.5528, 1.3851, 0.3677)
N (2.5962, 0.2389, 1.5596)
C (-4.3103, -1.3368, -0.0752)
C (-4.1279, -0.7866, 1.1505)
C (-3.6021, -0.8764, -1.2259)
C (-0.4482, 2.2007, -0.3414)
C (-2.6946, 0.8689, 0.0622)
C (-1.9556, 2.1949, 0.0644)
C (1.8507, -2.0234, -0.7062)
C (3.0073, -0.9902, -0.5493)
C (4.2927, -1.7540, -0.1649)
C (-3.4565, 0.4785, 1.2040)
C (-0.2132, 3.6097, 0.0080)
C (1.4670, -2.7130, 0.5268)
C (1.4968, 0.8233, -0.5193)
C (-2.6899, 0.1160, -1.1068)
C (2.6644, 0.3002, 0.1376)
H (0.4997, -3.1353, 0.5172)
H (2.4257, -0.7370, 1.7715)
H (1.2946, -1.8509, 1.1408)
H (3.3952, 1.1085, -0.2264)
H (5.2616, -1.1445, -0.0896)
H (-4.4291, -1.1176, 2.1464)
H (-3.6044, -1.6068, -2.0226)
H (0.9691, -1.5191, -1.0784)
H (-2.2545, 2.5391, 1.0147)
H (3.5365, 0.3223, 1.9581)
H (2.1866, -3.3699, 1.1065)
H (0.6122, 1.2048, 1.3205)
H (-2.3739, 2.7983, -0.6591)
H (-0.2241, 1.8744, -1.3122)
H (-5.6690, -2.5972, 0.2573)
H (4.4668, -2.6348, -0.8436)
H (3.0693, -0.6412, -1.6113)
H (-2.0931, 0.4591, -2.0172)
H (-0.3811, 5.3101, -1.0079)
H (-3.3865, 1.0704, 2.1336)
H (4.1135, -2.2119, 0.8418)
H (2.0848, -2.7005, -1.5989)

Force components x, y, z for each atom (eV/Å):
0.241 -0.703 0.300
-0.805 -0.562 -0.730
0.504 -0.124 -0.531
-0.075 0.220 1.866
-0.183 -0.435 -4.278
0.745 -0.459 1.566
1.072 -0.594 -1.779
0.317 2.640 1.571
-0.118 -1.769 1.230
-0.428 -0.662 3.891
-0.252 0.566 1.193
0.210 -3.579 0.143
1.015 -0.413 -2.549
0.712 -1.343 -3.229
0.613 -0.026 0.881
1.431 -0.783 -1.809
1.922 3.094 -1.109
0.818 -0.240 2.317
-3.259 1.767 -0.302
0.197 1.211 -1.504
2.772 0.206 -0.599
-0.948 -1.053 -0.360
-0.385 0.070 0.345
-0.334 0.158 1.180
-0.363 -1.115 0.865
-1.486 -0.670 -0.243
-0.561 -0.564 -0.684
-0.250 0.407 -0.492
-0.259 0.392 0.006
0.746 1.334 1.293
-0.342 0.527 -0.231
-0.662 0.607 -1.117
0.302 0.011 1.751
-1.180 1.417 -1.456
-0.566 0.490 -1.888
-1.255 -0.393 1.123
-0.197 1.033 0.460
0.529 -0.383 0.711
-0.664 -0.601 1.469
0.006 -0.149 0.624
-0.108 -0.485 -0.578
0.436 0.341 -0.601
0.093 0.617 1.285

Calculated values
E_LUMO in eV: 0.7
Energy relative to the best compared isomer or geometry (same formula, charge and spin) in kJ/mol: 334.86
Orbital gap in eV: 9.25
E_HOMO in eV: -8.54